{
  "formula": "C5H10O",
  "method": "the ωB97M-V functional and the def2-TZVPD basis",
  "e_above_lowest_kcal_mol": 16.3,
  "charge": 0,
  "smiles": "C1CCOCC1",
  "lumo_energy_ev": 1.161,
  "spin_multiplicity": 1,
  "energy_ha": -271.7266,
  "homo_energy_ev": -9.630,
  "species": ["C", "C", "C", "O", "C", "C", "H", "H", "H", "H", "H", "H", "H", "H", "H", "H"],
  "xyz": [[-0.555, -1.005, 0.432], [-1.369, 0.128, -0.215], [-0.551, 1.407, -0.023], [0.676, 1.334, -0.716], [1.491, 0.288, -0.199], [0.821, -1.088, -0.235], [-1.073, -1.969, 0.384], [-0.418, -0.757, 1.495], [-1.584, -0.157, -1.259], [-2.328, 0.276, 0.286], [-0.448, 1.571, 1.089], [-1.002, 2.391, -0.108], [1.732, 0.543, 0.845], [2.420, 0.286, -0.779], [1.469, -1.814, 0.276], [0.718, -1.433, -1.273]],
  "atomic_forces_ev_per_a": [[-0.1, 0.0, 0.1], [-0.1, 0.1, 0.2], [-0.1, 0.1, 1.3], [-0.1, 0.1, 0.2], [0.2, -0.1, 0.1], [0.0, 0.1, 0.0], [0.0, 0.2, 0.0], [0.0, -0.1, -0.1], [0.2, 0.5, 0.2], [-0.1, -0.2, 0.1], [0.8, -1.0, -0.4], [-0.5, 0.0, -1.7], [0.1, -0.1, -0.1], [-0.2, 0.1, 0.1], [-0.1, 0.2, -0.1], [0.0, 0.1, 0.1]]
}



{
  "formula": "C48H114F9N6O18",
  "method": "the ωB97M-V functional and the def2-TZVPD basis",
  "e_above_lowest_kcal_mol": 0.0,
  "charge": 3,
  "lumo_energy_ev": -4.139,
  "spin_multiplicity": 1,
  "energy_ha": -4477.6789,
  "homo_energy_ev": -10.171,
  "species": ["C", "O", "C", "C", "N", "H", "H", "C", "C", "O", "C", "H", "H", "H", "H", "H", "H", "H", "H", "H", "H", "H", "H", "H", "H", "C", "O", "C", "C", "N", "H", "H", "C", "C", "O", "C", "H", "H", "H", "H", "H", "H", "H", "H", "H", "H", "H", "H", "H", "H", "C", "O", "C", "C", "N", "H", "H", "C", "C", "O", "C", "H", "H", "H", "H", "H", "H", "H", "H", "H", "H", "H", "H", "H", "H", "C", "O", "C", "C", "N", "H", "H", "C", "C", "O", "C", "H", "H", "H", "H", "H", "H", "H", "H", "H", "H", "H", "H", "H", "H", "C", "O", "C", "C", "N", "H", "H", "C", "C", "O", "C", "H", "H", "H", "H", "H", "H", "H", "H", "H", "H", "H", "H", "H", "H", "C", "O", "C", "C", "N", "H", "H", "C", "C", "O", "C", "H", "H", "H", "H", "H", "H", "H", "H", "H", "H", "H", "H", "H", "H", "C", "O", "O", "C", "F", "F", "F", "C", "C", "H", "H", "H", "H", "H", "H", "C", "O", "O", "C", "F", "F", "F", "C", "C", "H", "H", "H", "H", "H", "H", "C", "O", "O", "C", "F", "F", "F", "C", "C", "H", "H", "H", "H", "H", "H"],
  "xyz": [[-10.479, 4.547, -4.065], [-9.742, 3.644, -3.223], [-8.566, 3.283, -3.867], [-7.987, 2.023, -3.234], [-7.822, 2.103, -1.742], [-7.034, 2.589, -1.358], [-8.669, 2.660, -1.483], [-7.938, 0.820, -0.952], [-9.375, 0.337, -1.140], [-10.152, 1.500, -0.794], [-11.535, 1.372, -0.753], [-11.395, 4.863, -3.657], [-10.682, 4.061, -5.046], [-9.845, 5.454, -4.221], [-7.936, 4.176, -3.944], [-8.851, 2.937, -4.863], [-7.057, 1.851, -3.730], [-8.626, 1.131, -3.400], [-7.862, 1.163, 0.122], [-7.127, 0.131, -1.090], [-9.557, -0.441, -0.457], [-9.572, -0.007, -2.148], [-11.855, 0.357, -0.435], [-11.998, 1.523, -1.704], [-11.934, 2.138, -0.066], [2.397, 0.350, 7.739], [1.916, -0.784, 7.071], [2.459, -1.976, 7.588], [3.706, -2.513, 6.682], [3.359, -2.409, 5.241], [1.842, -2.629, 4.330], [3.377, -1.370, 5.060], [4.343, -3.040, 4.312], [4.043, -4.481, 4.310], [4.838, -5.196, 3.370], [4.387, -6.531, 3.196], [2.150, 1.177, 7.112], [3.464, 0.335, 7.902], [1.927, 0.399, 8.704], [1.663, -2.725, 7.808], [2.843, -1.690, 8.601], [3.935, -3.506, 6.981], [4.540, -1.850, 6.992], [5.331, -2.871, 4.619], [4.251, -2.631, 3.339], [2.979, -4.513, 4.038], [4.108, -4.863, 5.344], [3.446, -6.638, 2.595], [4.388, -7.016, 4.184], [5.091, -7.094, 2.557], [2.587, -5.160, -3.928], [1.337, -5.764, -3.637], [0.173, -5.043, -3.700], [-0.904, -5.903, -3.043], [-0.642, -7.313, -3.313], [0.356, -7.377, -3.249], [-0.927, -7.944, -2.576], [-1.208, -7.901, -4.562], [-1.322, -9.384, -4.526], [-1.412, -9.716, -3.165], [-1.598, -11.163, -2.975], [3.355, -5.598, -3.274], [2.534, -4.090, -3.863], [2.934, -5.337, -4.960], [-0.071, -4.675, -4.767], [0.302, -4.152, -3.057], [-1.925, -5.533, -3.264], [-0.776, -5.886, -1.923], [-0.570, -7.571, -5.356], [-2.208, -7.477, -4.683], [-0.439, -9.889, -5.001], [-2.236, -9.822, -4.983], [-0.934, -11.767, -3.571], [-2.670, -11.370, -3.290], [-1.551, -11.354, -1.924], [-2.241, -5.365, 8.826], [-1.839, -4.356, 7.848], [-2.676, -4.314, 6.645], [-1.828, -3.679, 5.515], [-1.186, -2.390, 5.812], [-0.830, -2.402, 6.857], [-0.382, -2.347, 5.125], [-1.968, -1.069, 5.717], [-2.969, -0.961, 6.788], [-2.268, -1.296, 7.960], [-3.197, -1.510, 9.067], [-1.594, -6.163, 8.816], [-3.311, -5.692, 8.717], [-2.168, -4.877, 9.809], [-3.639, -3.784, 7.050], [-2.898, -5.458, 6.438], [-2.398, -3.592, 4.545], [-1.012, -4.349, 5.255], [-2.300, -1.053, 4.653], [-1.144, -0.403, 5.938], [-3.895, -1.533, 6.706], [-3.382, 0.031, 6.666], [-3.327, -2.595, 9.264], [-4.199, -1.066, 8.841], [-2.807, -0.912, 9.878], [12.516, 11.201, -1.589], [12.098, 10.488, -0.458], [12.503, 11.135, 0.804], [12.312, 10.105, 1.846], [10.848, 9.831, 1.817], [10.312, 10.669, 2.060], [10.623, 9.638, 0.844], [10.301, 8.758, 2.599], [8.880, 8.352, 2.112], [7.999, 9.422, 2.144], [6.671, 9.281, 2.681], [11.851, 11.047, -2.429], [13.646, 11.041, -1.943], [12.485, 12.261, -1.376], [11.935, 12.046, 0.793], [13.508, 11.341, 0.596], [12.576, 10.585, 2.837], [12.872, 9.177, 1.569], [10.198, 8.990, 3.716], [10.865, 7.844, 2.538], [8.505, 7.605, 2.780], [8.834, 7.764, 1.207], [5.964, 9.493, 1.767], [6.255, 9.974, 3.438], [6.600, 8.259, 3.122], [1.777, 0.425, -9.354], [0.786, 0.475, -8.289], [-0.435, -0.244, -8.457], [-1.656, 0.663, -8.011], [-1.545, 1.195, -6.567], [-0.923, 0.139, -5.793], [-0.775, 1.881, -6.592], [-2.674, 1.922, -5.951], [-2.057, 2.816, -4.834], [-1.090, 3.648, -5.369], [-1.594, 4.815, -6.066], [1.949, -0.598, -9.734], [2.689, 0.835, -8.944], [1.404, 1.119, -10.195], [-0.399, -1.242, -7.900], [-0.619, -0.584, -9.443], [-2.577, 0.090, -8.071], [-1.613, 1.513, -8.662], [-3.370, 1.178, -5.541], [-3.190, 2.483, -6.783], [-1.570, 2.051, -4.220], [-2.831, 3.282, -4.218], [-2.146, 5.436, -5.376], [-2.277, 4.534, -6.894], [-0.693, 5.329, -6.400], [0.651, -0.524, -4.621], [1.636, -1.415, -5.021], [-0.529, -0.746, -5.246], [0.495, -0.772, -2.979], [0.421, -2.026, -2.549], [1.589, -0.287, -2.403], [-0.501, -0.134, -2.366], [2.663, -0.706, -5.720], [3.442, -1.658, -6.567], [3.776, -2.499, -5.957], [2.858, -2.114, -7.411], [4.319, -1.120, -6.927], [3.382, -0.167, -5.022], [2.113, 0.012, -6.307], [1.066, 0.471, -4.713], [-3.191, 1.281, 0.562], [-4.102, 1.788, 1.534], [-3.328, 0.027, 0.366], [-3.622, 1.992, -0.771], [-3.321, 3.316, -0.935], [-3.181, 1.324, -1.825], [-4.973, 2.028, -0.900], [-3.835, 1.582, 2.862], [-4.912, 2.135, 3.802], [-5.831, 1.653, 3.629], [-4.566, 1.818, 4.800], [-5.053, 3.254, 3.874], [-2.825, 1.937, 3.076], [-3.778, 0.505, 3.055], [-2.201, 1.581, 0.840], [0.901, -2.632, 2.448], [0.440, -1.389, 2.233], [0.918, -2.867, 3.872], [-0.048, -3.726, 1.876], [-1.139, -3.724, 2.616], [-0.402, -3.572, 0.648], [0.637, -4.961, 1.963], [0.783, -0.602, 1.039], [0.947, 0.826, 1.447], [1.807, 0.878, 2.131], [1.257, 1.356, 0.541], [0.002, 1.100, 1.915], [0.004, -0.781, 0.234], [1.639, -0.962, 0.427], [1.946, -2.769, 2.066]],
  "atomic_forces_ev_per_a": [[1.9, 0.1, -1.1], [-1.2, 0.3, 0.4], [-0.7, -0.7, -0.1], [0.1, -0.1, 0.1], [-1.4, 0.1, 0.0], [1.1, 0.5, -0.4], [0.4, -0.4, 0.3], [-1.1, 1.2, 1.5], [0.3, 1.7, 0.0], [1.4, -0.5, -0.2], [-1.2, -0.6, 0.9], [-1.0, 0.0, 1.0], [0.2, 0.3, 0.5], [-0.5, -0.5, -0.1], [0.6, -0.4, 0.0], [0.4, 0.2, -0.4], [0.9, -0.4, 0.0], [0.3, 0.9, -0.1], [0.0, -0.4, -1.1], [0.3, -0.3, -0.7], [-0.4, -1.2, 0.9], [-0.3, -0.1, -0.2], [0.2, 0.5, 0.2], [-0.2, 0.3, -0.9], [0.3, -0.5, -0.2], [-0.1, -0.1, 0.0], [-0.2, -0.9, -0.9], [1.3, -0.5, 0.6], [-2.0, 2.0, 1.0], [0.5, 1.9, -0.2], [-1.7, -0.5, -0.8], [-0.2, -1.4, 0.1], [-0.6, 0.4, 1.2], [-0.9, -1.2, -0.5], [-0.4, 0.3, 0.2], [0.3, -0.6, -0.6], [-0.2, 0.8, -0.1], [0.6, -0.1, -0.1], [-0.3, 0.4, 0.6], [0.5, 0.3, -0.8], [0.1, -0.8, -0.6], [0.2, -0.9, 0.1], [-0.1, -0.4, -0.6], [1.6, 0.4, 0.6], [-0.4, 0.5, -1.0], [0.0, -0.6, -0.1], [0.3, -0.3, -0.4], [0.2, 0.5, 1.1], [-0.5, -0.1, -0.4], [0.2, 0.6, 0.5], [0.6, -0.2, -0.7], [1.1, -1.7, 0.0], [-0.6, 2.1, -0.7], [-0.2, 1.1, 1.7], [-1.1, -1.2, -0.5], [1.3, -0.1, -0.6], [-0.7, -0.2, 0.6], [-0.6, 1.3, -0.5], [0.4, -2.1, 0.2], [0.5, -1.6, 0.7], [-2.4, 1.4, -0.7], [-0.4, 0.3, 0.0], [-0.1, 0.6, 0.5], [-0.5, -0.3, 0.2], [0.2, -0.7, 1.5], [-0.4, -0.1, -0.5], [0.6, -0.7, -0.1], [-0.1, 0.6, -1.0], [0.1, 0.2, -0.7], [0.2, 0.2, 0.1], [-0.6, 0.4, 0.4], [0.5, 0.8, -0.4], [0.5, 0.0, -0.1], [1.2, 0.0, 0.2], [0.4, -0.1, 0.5], [-2.0, 2.8, 0.1], [-0.4, -0.5, -0.5], [-0.4, -1.5, 2.2], [-1.7, -0.8, -0.8], [1.0, 0.4, 2.1], [-0.6, -0.2, -2.4], [-0.3, 0.1, 0.7], [1.3, -2.0, -1.8], [-0.7, -0.3, -0.2], [-1.4, 0.3, 0.8], [-0.4, 0.4, -0.7], [1.5, -2.0, -0.3], [1.0, 0.3, -0.2], [0.0, -0.2, -0.3], [1.5, -0.8, -1.6], [0.1, 2.5, -0.3], [0.3, 0.1, 1.2], [0.0, -0.2, 0.3], [0.0, 0.6, 0.9], [-0.2, 0.8, -0.3], [0.3, -0.7, -0.4], [0.2, 1.0, 0.8], [0.4, 0.7, 0.1], [0.8, -0.4, 0.0], [0.1, -0.4, 0.5], [2.4, 0.7, -1.0], [-0.3, -0.6, 1.0], [-0.4, -1.0, -3.5], [0.3, 0.7, 1.3], [-0.2, 0.4, -0.2], [0.1, 0.1, -0.1], [0.0, 0.1, -0.6], [-2.4, -1.8, 2.3], [-0.3, -0.2, 1.2], [0.1, 2.0, 0.3], [-1.6, -0.8, -1.9], [-0.1, -0.4, 0.0], [-2.3, -0.2, 1.0], [-0.1, 0.6, 0.1], [-0.3, 0.6, 1.0], [1.8, 0.6, 0.6], [-0.2, -1.1, -0.9], [-0.5, 0.8, 0.6], [0.5, 0.2, -1.7], [0.8, -0.1, -0.2], [0.1, -0.6, 1.1], [0.5, 0.5, -1.1], [1.1, -1.1, 1.7], [1.5, 0.2, -0.1], [-0.4, 0.6, -0.6], [-1.9, 0.8, -0.7], [0.2, -0.3, -0.3], [-0.4, -0.5, 2.2], [1.3, -0.4, 1.6], [1.4, -0.2, -1.2], [0.2, -1.0, 0.7], [-0.3, -0.3, -0.1], [-0.3, 0.1, -1.3], [-1.0, -1.9, -0.6], [0.2, 1.2, -0.3], [0.2, -1.1, 0.2], [-0.2, 0.4, 0.2], [0.1, 0.0, 0.1], [0.7, -1.2, 1.0], [0.0, 1.4, -0.1], [-0.1, 0.3, -1.5], [-0.1, 0.1, -0.3], [-0.5, 0.5, -0.6], [0.0, 0.3, 0.1], [0.2, -0.2, 1.0], [0.3, 0.5, 0.3], [0.1, 0.3, -0.2], [-0.2, 0.3, 0.3], [0.5, 0.2, 0.2], [-0.3, 0.0, -0.2], [-1.4, -1.2, 2.4], [0.7, -0.3, 0.2], [-0.2, 0.9, -0.4], [0.2, 1.1, -1.3], [-0.2, -1.3, -0.5], [1.6, 0.6, 0.3], [-0.8, 0.4, -0.7], [0.3, 0.1, 0.5], [-0.2, -0.7, -0.6], [0.2, 0.1, 0.1], [0.4, 0.7, 0.7], [0.0, -0.3, -0.3], [-1.0, -0.6, -0.5], [0.4, 0.5, -0.6], [-0.3, 0.7, 0.2], [-1.1, -1.0, -0.8], [-1.6, 2.0, -0.3], [0.2, -1.8, 0.0], [-0.3, 1.0, 0.7], [0.8, -0.2, 0.0], [0.4, 0.2, -0.6], [-1.2, -0.5, -0.1], [0.3, -0.5, 0.3], [1.9, 1.2, 0.7], [-1.3, -0.5, -0.4], [-0.3, 0.2, 0.0], [0.3, -1.2, -0.5], [0.2, 0.5, 0.4], [-0.1, -0.3, 0.1], [1.4, 1.0, 0.3], [1.6, -0.9, 0.9], [-0.3, 1.6, -0.8], [1.3, 0.5, 0.0], [2.4, -0.5, 1.7], [-0.8, -0.8, 0.4], [-0.2, 0.3, -1.7], [-1.3, 1.3, 0.1], [-0.7, -1.6, -1.8], [0.6, -0.8, 0.0], [-0.5, 0.2, 0.1], [-0.6, 0.4, 0.2], [0.3, 0.7, -0.1], [0.1, 0.6, 1.4], [0.3, -0.3, 1.2], [-0.7, -0.1, -0.1]]
}